# 1
Density functional theory data (ωB97M-V/def2-TZVPD) for a cluster of 3 separate species, C4H14N2O2 in total.

```
22
Properties=species:S:1:pos:R:3:forces:R:3:mulliken_charge:R:1
C 1.46046 2.51859 0.20030 0.401 -0.296 0.216 -1.06
C -0.03390 2.66399 -0.08040 0.249 0.470 0.095 -0.13
C -0.94012 1.91928 0.88463 -0.628 -0.429 -0.185 -1.02
N -0.60448 0.51204 1.06339 0.266 0.223 -0.024 -0.52
C -1.03124 -0.31561 0.20675 -0.384 -0.703 -0.115 0.09
N -1.85161 -0.12622 -0.87781 -0.038 0.525 -0.189 -0.44
H 1.95478 3.34587 0.71312 -0.337 0.226 -0.129 0.30
H 1.62714 1.65673 0.83893 -0.043 -0.224 0.073 0.28
H 2.02277 2.30612 -0.70734 0.019 0.180 -0.094 0.30
H -0.36638 3.70106 -0.09210 0.170 0.248 0.147 0.42
H -0.22075 2.34722 -1.10062 -0.114 -0.403 -0.210 0.12
H -1.95964 2.02618 0.50006 -0.236 -0.028 -0.015 0.44
H -0.98892 2.36462 1.87283 0.409 0.257 0.140 0.38
H -0.81556 -1.36508 0.34050 0.211 -0.244 0.149 0.44
H -1.96132 -0.86516 -1.55218 0.140 -0.062 0.227 0.25
H -1.90994 0.79484 -1.26837 -0.115 0.169 -0.082 0.18
O 0.49591 -4.23933 -1.35299 -0.880 -0.114 0.017 -0.62
H 0.84556 -3.42788 -1.72896 0.480 -0.214 0.189 0.32
H 1.17869 -4.89115 -1.19430 0.369 0.312 -0.185 0.30
O 1.58324 -1.75434 0.43864 0.069 -0.087 -0.271 -0.60
H 2.35522 -2.27805 0.66242 0.033 -0.008 0.160 0.28
H 1.34904 -1.25256 1.22479 -0.041 0.202 0.086 0.31
```
Positions in Å, forces in eV/Å.

## Properties
Orbital gap, Eh: 0.35893
SMILES: CCC/N=C\N.O.O
Energy above the lowest of the compared OMol25 structures with the same formula, charge and spin, eV: 0.804

# 2
Density functional theory data (ωB97M-V/def2-TZVPD) for a cluster of 2 separate species, C4H9O2 in total.

```
15
Properties=species:S:1:pos:R:3:forces:R:3:mulliken_charge:R:1
C -2.37192 1.12900 0.89014 -0.377 0.377 0.790 -0.83
C -1.76349 2.33852 0.17800 0.286 -2.086 -1.987 -0.81
H -2.73960 1.49532 1.84986 -0.360 -0.278 0.188 0.30
H -3.22042 0.68518 0.33625 0.456 0.205 0.206 0.24
H -1.63873 0.34790 1.13406 -0.134 0.222 -0.362 0.31
H -0.85008 2.66890 0.68178 -0.648 0.742 0.052 0.28
H -1.37197 1.89193 -0.75820 0.100 0.479 0.241 0.25
H -2.53361 3.00688 -0.23087 0.438 0.538 0.947 0.33
C 0.75212 0.29431 -0.38506 1.482 -0.747 -0.870 -0.51
C 1.26818 -1.19524 -0.36535 0.564 -0.094 1.660 0.41
O 0.67055 -1.89740 0.49570 -0.368 0.189 -0.433 -0.73
O 2.26530 -1.54088 -1.03087 -0.251 0.519 -0.564 -0.74
H 1.00906 0.80184 0.53582 -0.514 -0.318 0.738 0.25
H -0.30404 0.20433 -0.58156 -0.156 0.508 -0.007 -0.10
H 1.32821 0.90544 -1.09012 -0.515 -0.254 -0.598 0.35
```
Positions in Å, forces in eV/Å.

## Properties
Orbital gap, Eh: 0.27051
Charge: -1
Energy above the lowest of the compared OMol25 structures with the same formula, charge and spin, eV: 0.670

# 3
Density functional theory data (ωB97M-V/def2-TZVPD) for the molecule C4H3N3O2.

```
12
Properties=species:S:1:pos:R:3:forces:R:3:mulliken_charge:R:1
O -1.77119 1.35417 0.66270 2.790 0.799 -0.169 -0.60
C -0.75829 0.80580 0.17798 -5.239 -0.170 -0.739 0.60
N 0.25792 1.44115 -0.54232 3.762 -1.395 3.150 -0.37
C 1.52558 0.98405 -0.21749 -5.057 -1.218 -1.989 -0.06
C 1.71130 -0.47375 0.27092 2.777 -0.834 0.200 -0.02
N 0.98296 -1.58402 0.34186 -1.600 3.231 -1.774 -0.33
N -0.37269 -1.65116 -0.14140 0.412 0.252 1.032 -0.43
C -1.23053 -0.65005 -0.09886 7.896 -0.796 0.640 0.56
O -2.42083 -0.87768 -0.38378 -5.746 1.463 0.881 -0.46
H 2.28398 1.65090 -0.65733 0.193 -0.917 0.550 0.38
H 2.84063 -0.80963 0.44828 -2.403 1.281 0.006 0.29
H -3.04882 -0.18979 0.13943 2.213 -1.694 -1.787 0.43
```
Positions in Å, forces in eV/Å.

## Properties
Orbital gap, Eh: 0.30474
SMILES: O=c1nccnnc1O
Energy above the lowest of the compared OMol25 structures with the same formula, charge and spin, eV: 3.746

Number 2 is which compound?
C4H9O2